Entry 1:
Density functional theory data (ωB97M-V/def2-TZVPD) for a single C2H6N2O2 molecule in a non-equilibrium geometry.

Geometry as XYZ:
```
12
C2H6N2O2 ωB97M-V/def2-TZVPD
C -1.224 0.366 -0.293
C 0.134 0.411 0.387
N 1.103 1.088 -0.458
O 1.791 1.936 0.076
N 0.685 -0.933 0.578
O 0.642 -1.749 -0.574
H -1.658 1.362 -0.303
H -1.110 0.026 -1.319
H -1.887 -0.302 0.251
H 0.075 0.851 1.395
H 1.673 -0.878 0.822
H -0.225 -2.179 -0.562
```

Computed properties:
- HOMO (eV) = -8.9184
- SMILES string = C[C@H](N=O)NO
- strongest force on any atom (Eh/bohr) = 0.037
- frontier orbital gap (eV) = 8.91
- energy relative to the best compared isomer or geometry (same formula, charge and spin) (eV) = 5.001

Atom charges from the natural (NBO) analysis, given in e for atoms 1 to 5:
1 C -0.6322
2 C -0.0226
3 N 0.1283
4 O -0.2858
5 N -0.3187

Entry 2:
Density functional theory data (ωB97M-V/def2-TZVPD) for 2 unconnected molecules or ions with the total composition C2H6N2O2 in a non-equilibrium geometry.

Geometry as XYZ:
```
12
C2H6N2O2 ωB97M-V/def2-TZVPD
N 2.382 -0.349 -0.083
C 1.110 -0.032 -0.237
N 0.130 -0.842 -0.498
H 2.618 -1.322 0.074
H 3.099 0.357 -0.034
H 0.892 1.031 -0.198
H -0.910 -0.509 -0.434
H 0.375 -1.820 -0.551
O -1.490 1.231 1.257
C -2.430 0.870 0.485
O -2.373 0.000 -0.386
H -3.403 1.387 0.605
```

Computed properties:
- multiplicity = 2
- total charge = +1
- HOMO (spin up / spin down) (eV) = -15.7319 / -15.7111
- strongest force on any atom (Eh/bohr) = 0.048
- ⟨S²⟩ = 0.7545
- frontier orbital gap (spin up / spin down) (eV) = 12.41 / 7.52
- energy relative to the best compared isomer or geometry (same formula, charge and spin) (eV) = 0.000

Atom charges from the natural (NBO) analysis, given in e for atoms 1 to 5:
1 N -0.7219
2 C 0.3920
3 N -0.7111
4 H 0.4207
5 H 0.4417

Entry 3:
Density functional theory data (ωB97M-V/def2-TZVPD) for a single C2H6N2O3 molecule in a non-equilibrium geometry.

Geometry as XYZ:
```
13
C2H6N2O3 ωB97M-V/def2-TZVPD
C 0.443 2.301 0.106
C -0.187 -0.999 -0.074
N -0.033 1.392 0.819
N 0.730 -0.075 0.683
O -0.185 -0.596 -1.375
O 0.174 -2.326 -0.120
O -1.430 -1.071 0.529
H 0.200 3.313 0.308
H 1.323 2.281 -0.479
H 1.377 0.059 0.005
H -0.563 -1.401 -1.860
H -0.264 -2.762 0.611
H -1.585 -0.115 0.847
```

Computed properties:
- multiplicity = 3
- HOMO (spin up / spin down) (eV) = -6.3611 / -10.5140
- strongest force on any atom (Eh/bohr) = 0.291
- ⟨S²⟩ = 2.0080
- frontier orbital gap (spin up / spin down) (eV) = 7.06 / 6.84
- energy relative to the best compared isomer or geometry (same formula, charge and spin) (eV) = 3.370

Atom charges from the natural (NBO) analysis, given in e for atoms 1 to 5:
1 C -0.2275
2 C 0.8209
3 N -0.2370
4 N -0.3694
5 O -0.7098

Entry 4:
Density functional theory data (ωB97M-V/def2-TZVPD) for a gas-phase ion, C2H6N2O3P (charge -1) in a non-equilibrium geometry.

Geometry as XYZ:
```
14
C2H6N2O3P ωB97M-V/def2-TZVPD
N 0.093 -2.042 -0.709
P -0.866 -0.920 0.032
O -2.161 -1.784 0.823
O -1.508 0.069 -1.248
N 0.080 -0.066 1.268
C 0.573 1.286 0.825
C 2.192 1.249 0.406
O 2.702 2.441 0.024
H 0.120 -1.867 -1.740
H -2.862 -2.003 0.133
H -1.645 -0.440 -2.102
H -0.081 1.832 0.024
H 0.542 1.985 1.793
H 2.822 0.261 0.471
```

Computed properties:
- total charge = -1
- HOMO (eV) = -3.1943
- SMILES string = N=P(O)(O)[N-]CC=O
- strongest force on any atom (Eh/bohr) = 0.147
- frontier orbital gap (eV) = 6.62
- energy relative to the best compared isomer or geometry (same formula, charge and spin) (eV) = 5.538

Atom charges from the natural (NBO) analysis, given in e for atoms 1 to 5:
1 N -1.4066
2 P 2.1770
3 O -0.9834
4 O -1.0300
5 N -1.0566

Entry 5:
Density functional theory data (ωB97M-V/def2-TZVPD) for a gas-phase ion, C2H6N2O3P (charge -1) in a non-equilibrium geometry.

Geometry as XYZ:
```
14
C2H6N2O3P ωB97M-V/def2-TZVPD
N -2.224 0.312 0.145
P -0.763 -0.144 -0.693
O -1.222 -1.334 -1.789
N 0.131 -0.972 0.497
C 1.555 -0.505 0.415
C 1.602 1.023 0.665
O 0.966 1.465 1.658
O 2.222 1.700 -0.145
H -1.981 1.210 0.554
H -2.875 0.517 -0.604
H -1.215 -0.855 -2.617
H -0.225 -0.711 1.411
H 1.861 -0.645 -0.613
H 2.167 -1.060 1.115
```

Computed properties:
- total charge = -1
- HOMO (eV) = -3.9682
- SMILES string = NP(O)NCC(=O)[O-]
- strongest force on any atom (Eh/bohr) = 0.032
- frontier orbital gap (eV) = 7.61
- energy relative to the best compared isomer or geometry (same formula, charge and spin) (eV) = 2.213

Atom charges from the natural (NBO) analysis, given in e for atoms 1 to 5:
1 N -1.1683
2 P 1.3012
3 O -0.9979
4 N -0.9591
5 C -0.3427

Entry 6:
Density functional theory data (ωB97M-V/def2-TZVPD) for a single C2H6N2O4 molecule in a non-equilibrium geometry.

Geometry as XYZ:
```
14
C2H6N2O4 ωB97M-V/def2-TZVPD
C 0.766 0.562 -1.684
C -0.102 -0.213 0.365
N 0.821 0.528 1.024
N -1.617 -0.138 0.899
O -1.909 0.603 1.794
O -2.359 -0.920 0.350
O 0.262 -1.569 0.436
O -0.392 0.208 -0.949
H 0.203 0.748 -2.676
H 1.550 -0.178 -1.529
H 1.013 1.577 -1.150
H 1.574 -0.137 1.329
H 0.618 1.027 1.801
H -0.427 -2.098 -0.010
```

Computed properties:
- multiplicity = 3
- HOMO (spin up / spin down) (eV) = -6.7832 / -9.9750
- strongest force on any atom (Eh/bohr) = 0.118
- ⟨S²⟩ = 2.0085
- frontier orbital gap (spin up / spin down) (eV) = 7.45 / 6.36
- energy relative to the best compared isomer or geometry (same formula, charge and spin) (eV) = 2.616

Atom charges from the natural (NBO) analysis, given in e for atoms 1 to 5:
1 C -0.2849
2 C 0.7868
3 N -0.8374
4 N 0.2764
5 O -0.3150

Entry 7:
Density functional theory data (ωB97M-V/def2-TZVPD) for a molecular structure, C2H6N2OP in a non-equilibrium geometry.

Geometry as XYZ:
```
12
C2H6N2OP ωB97M-V/def2-TZVPD
C 1.003 -0.101 0.011
C 0.301 1.117 -0.496
N 0.006 -1.077 -0.185
N -1.178 -0.704 0.734
O -2.279 0.156 -0.781
P -1.438 0.908 0.349
H 2.014 -0.237 -0.556
H 1.180 -0.091 1.073
H 0.838 2.055 -0.290
H 0.064 1.103 -1.616
H 0.111 -2.161 -0.154
H -0.623 -0.969 1.911
```

Computed properties:
- total charge = -1
- HOMO (eV) = -2.5892
- strongest force on any atom (Eh/bohr) = 0.171
- frontier orbital gap (eV) = 6.90
- energy relative to the best compared isomer or geometry (same formula, charge and spin) (eV) = 2.418

Atom charges from the natural (NBO) analysis, given in e for atoms 1 to 5:
1 C -0.2492
2 C -0.7516
3 N -0.5148
4 N -0.7213
5 O -1.1428

Entry 8:
Density functional theory data (ωB97M-V/def2-TZVPD) for a single C2H6N2OS molecule in a non-equilibrium geometry.

Geometry as XYZ:
```
12
C2H6N2OS ωB97M-V/def2-TZVPD
C -0.997 -0.556 -0.811
N -0.236 0.515 -0.273
O -0.306 1.592 -1.094
C 0.808 0.370 0.591
N 0.924 -0.829 1.101
S 1.784 1.622 1.141
H -1.734 -0.899 -0.053
H -1.567 -0.234 -1.686
H -0.413 -1.414 -1.140
H -0.135 2.393 -0.576
H 1.614 -0.973 1.822
H 0.259 -1.588 0.980
```

Computed properties:
- HOMO (eV) = -8.3101
- SMILES string = CN(O)C(N)=S
- strongest force on any atom (Eh/bohr) = 0.061
- frontier orbital gap (eV) = 8.93
- energy relative to the best compared isomer or geometry (same formula, charge and spin) (eV) = 2.126

Atom charges from the natural (NBO) analysis, given in e for atoms 1 to 5:
1 C -0.4464
2 N -0.1383
3 O -0.5408
4 C 0.2711
5 N -0.7914

Entry 9:
Density functional theory data (ωB97M-V/def2-TZVPD) for a single C2H6N2OS molecule in a non-equilibrium geometry.

Geometry as XYZ:
```
12
C2H6N2OS ωB97M-V/def2-TZVPD
H -0.656 -1.774 0.672
N -1.096 -0.896 0.444
C -0.257 -0.025 0.024
C 1.252 -0.341 -0.180
O 1.579 -1.712 -0.048
N -0.629 1.300 -0.260
S -2.232 1.865 -0.270
H 1.837 0.208 0.543
H 1.457 0.070 -1.208
H 1.306 -2.217 -0.835
H 0.024 1.909 0.135
H -2.586 1.613 0.983
```

Computed properties:
- HOMO (eV) = -9.4223
- SMILES string = [H]/N=C(\CO)NS
- strongest force on any atom (Eh/bohr) = 0.039
- frontier orbital gap (eV) = 10.07
- energy relative to the best compared isomer or geometry (same formula, charge and spin) (eV) = 1.561

Atom charges from the natural (NBO) analysis, given in e for atoms 1 to 5:
1 H 0.3557
2 N -0.6828
3 C 0.4012
4 C -0.1327
5 O -0.7080

no.,total energy (a.u.)
1,-339.64889
2,-339.49043
3,-414.77308
4,-756.37103
5,-756.49325
6,-489.99610
7,-605.80758
8,-662.68876
9,-662.70951